The following is a DFT calculation (ωB97M-V/def2-TZVPD) of a 12-piece molecular cluster, C85H188N11O12P overall.

LUMO energy (eV): -5.643
Total charge: +4
Highest occupied orbital energy (eV): -10.4
Orbital gap (Eh): 0.1764

Structure (XYZ):
```
297
C85H188N11O12P (ωB97M-V/def2-TZVPD)
C 0.57463 -16.06014 25.13153
C 1.39539 -17.22089 24.56109
C 2.31176 -17.90882 25.59505
C 3.07172 -19.07604 25.02286
P 4.17428 -19.76351 26.32952
C 3.23163 -19.97919 27.82326
C 4.05720 -20.38036 28.97518
C 3.22601 -20.79266 30.25534
C 2.67070 -22.25258 30.27110
C 5.50438 -18.56605 26.60801
C 5.93233 -17.66285 25.37433
C 7.18857 -16.86374 25.64070
C 6.95604 -15.69206 26.53088
C 4.81186 -21.34593 25.67010
C 5.73925 -21.21821 24.40860
C 6.19468 -22.59648 23.82971
C 6.83865 -22.58325 22.42058
H 1.18044 -15.19096 25.38770
H -0.09291 -16.30695 25.95711
H -0.06297 -15.75084 24.30334
H 1.84492 -16.84597 23.64160
H 0.66559 -17.96292 24.23724
H 1.70306 -18.24731 26.43351
H 2.99923 -17.19366 26.04675
H 3.81419 -19.02936 24.22620
H 2.40546 -19.91117 24.80660
H 2.35632 -20.61202 27.67671
H 2.90086 -19.01745 28.21536
H 4.87363 -19.69378 29.19911
H 4.59675 -21.23799 28.57339
H 2.42402 -20.10853 30.53261
H 3.82095 -20.66101 31.15911
H 3.32745 -23.02658 30.66819
H 2.53623 -22.62633 29.25605
H 1.78005 -22.28165 30.89881
H 6.37846 -19.17438 26.84043
H 5.18546 -18.05793 27.51807
H 5.11047 -16.96709 25.20532
H 6.00559 -18.23413 24.44893
H 7.66361 -16.52475 24.72008
H 8.02968 -17.39761 26.08298
H 6.13254 -15.10447 26.12506
H 7.82502 -15.03483 26.56285
H 6.58656 -16.05333 27.49061
H 3.88616 -21.88598 25.47131
H 5.14535 -21.87353 26.56371
H 6.60782 -20.60495 24.64863
H 5.12764 -20.69852 23.67106
H 5.32652 -23.25105 23.75260
H 6.81402 -23.18537 24.50627
H 6.00746 -22.17110 21.84845
H 7.19379 -23.52354 21.99888
H 7.72217 -21.95935 22.28543
C 8.53237 -3.96737 38.37150
C 8.27824 -5.39147 38.96171
C 7.86604 -6.50555 38.03047
C 6.47113 -6.30165 37.31818
N 6.07234 -7.30777 36.20129
C 6.14873 -8.78760 36.49877
C 6.34489 -9.42775 35.12930
C 7.02004 -8.43726 34.21691
C 7.03052 -7.09249 35.00253
C 4.61570 -7.00758 35.84298
H 8.77625 -3.24716 39.15247
H 7.56430 -3.56538 38.07255
H 9.28041 -3.85587 37.58658
H 7.50858 -5.22433 39.71522
H 9.23099 -5.59014 39.45253
H 7.96971 -7.47030 38.52706
H 8.71888 -6.54730 37.35294
H 6.28029 -5.29155 36.95575
H 5.69637 -6.37691 38.08119
H 5.35137 -9.26958 37.06448
H 7.09007 -8.90428 37.03576
H 5.42669 -9.80913 34.68259
H 6.90593 -10.35003 35.28007
H 6.45928 -8.38286 33.28380
H 8.01873 -8.80445 33.98048
H 6.79750 -6.12742 34.55262
H 8.03988 -6.98314 35.39919
H 4.00482 -7.34336 36.68094
H 4.37341 -7.65509 35.00029
H 4.48903 -5.95088 35.60756
C 8.42696 -17.60322 33.07128
C 9.53106 -17.15001 34.06804
C 10.69653 -18.13105 34.28552
C 10.35628 -19.60188 34.77479
N 11.59808 -20.36050 35.44843
C 11.13441 -21.64515 36.18028
C 12.11421 -21.93485 37.21931
C 12.77840 -20.61505 37.50488
C 12.07697 -19.57363 36.64776
C 12.71344 -20.65448 34.48590
H 8.91887 -17.74859 32.10951
H 7.63137 -16.87584 32.90987
H 7.99211 -18.56596 33.33988
H 9.19411 -16.93735 35.08261
H 9.93692 -16.21659 33.67806
H 11.38752 -17.57837 34.92206
H 11.26484 -18.29923 33.37073
H 10.06667 -20.35499 34.04198
H 9.58445 -19.52145 35.54025
H 11.10881 -22.41623 35.41031
H 10.15579 -21.42141 36.60498
H 12.79164 -22.71178 36.86497
H 11.55932 -22.33459 38.06808
H 13.81755 -20.69796 37.18644
H 12.84412 -20.34467 38.55876
H 12.65505 -18.68151 36.40681
H 11.16080 -19.29042 37.16594
H 13.02576 -19.75763 33.95091
H 12.33433 -21.44457 33.83771
H 13.58403 -21.04530 35.01262
C 19.07219 -13.47221 28.88363
C 18.30263 -12.20391 28.49760
C 17.51139 -11.69457 29.78696
C 16.19760 -12.53441 30.02783
N 15.15002 -11.91270 31.03931
C 14.47417 -10.65543 30.44342
C 13.28469 -11.15527 29.62556
C 12.89135 -12.55535 30.14309
C 13.96249 -12.87120 31.25407
C 15.73432 -11.55581 32.40002
H 19.34487 -13.57989 29.93345
H 20.00292 -13.63103 28.33902
H 18.47157 -14.37798 28.80032
H 17.76004 -12.21702 27.55233
H 19.07381 -11.50322 28.17759
H 17.36098 -10.63123 29.60045
H 18.17537 -11.63288 30.64918
H 16.39659 -13.51952 30.44980
H 15.73311 -12.65754 29.04946
H 14.21282 -9.95502 31.23665
H 14.99571 -10.06478 29.69027
H 12.48996 -10.44085 29.84024
H 13.43677 -11.26777 28.55210
H 11.85826 -12.44774 30.47358
H 13.01523 -13.26808 29.32775
H 13.55304 -12.54506 32.21015
H 14.26583 -13.91594 31.18640
H 14.92539 -11.18488 33.02943
H 16.37734 -10.67574 32.38959
H 16.31742 -12.42974 32.69045
C 20.22689 -10.20777 36.98800
C 19.00659 -10.43530 37.99489
C 19.02268 -11.75654 38.82686
C 19.31666 -12.99402 38.02415
N 19.37787 -14.33108 38.94276
C 19.72479 -15.53270 38.05623
C 21.20259 -15.61992 38.09384
C 21.61235 -15.38194 39.52443
C 20.61334 -14.34503 39.87872
C 18.00804 -14.60219 39.57110
H 20.16801 -9.26963 36.43615
H 20.15524 -11.05095 36.30095
H 21.18692 -10.20771 37.50418
H 18.04478 -10.39520 37.48363
H 19.16531 -9.61102 38.69021
H 18.04607 -11.93203 39.27801
H 19.68727 -11.63346 39.68200
H 20.33552 -12.88340 37.65296
H 18.69149 -13.09960 37.13753
H 19.26465 -16.41996 38.49112
H 19.26251 -15.33841 37.08842
H 21.46818 -16.63051 37.78354
H 21.71601 -14.81187 37.57275
H 21.44782 -16.16049 40.26935
H 22.66780 -15.11432 39.57433
H 20.16922 -14.55523 40.85170
H 21.00685 -13.33334 39.97745
H 17.28542 -14.40892 38.77828
H 17.88693 -13.86789 40.36749
H 17.92482 -15.62331 39.94325
C 17.18982 -7.51503 25.05781
C 18.57458 -7.65677 24.41847
C 19.46430 -6.55107 24.90953
C 20.88644 -6.82807 24.55592
N 21.93693 -6.06603 25.40070
C 23.33813 -6.21576 24.77216
C 23.97277 -7.49952 25.24251
C 23.26220 -7.87024 26.54388
C 22.24472 -6.75021 26.77795
C 21.65979 -4.53986 25.46050
C 21.38680 -3.77909 24.09643
C 21.56213 -2.23639 24.35281
H 17.16974 -7.15507 26.08646
H 16.66704 -8.47028 25.00987
H 16.60168 -6.84690 24.42870
H 18.54626 -7.69083 23.32937
H 18.88280 -8.69253 24.56084
H 19.41845 -6.41887 25.99050
H 19.10881 -5.58614 24.54807
H 21.02873 -6.34569 23.58888
H 21.11862 -7.88670 24.67211
H 23.90487 -5.40273 25.22590
H 23.24031 -6.07822 23.69531
H 25.03692 -7.34967 25.42482
H 23.75276 -8.28958 24.52451
H 23.88966 -7.82215 27.43388
H 22.85132 -8.87478 26.64472
H 22.50701 -5.98130 27.50463
H 21.33689 -7.22875 27.14534
H 22.54457 -4.14722 25.96160
H 20.75082 -4.48735 26.05976
H 20.35177 -3.93396 23.79176
H 21.95613 -4.20287 23.26917
H 22.59397 -1.90898 24.22551
H 21.23371 -2.02098 25.36958
H 20.96477 -1.61066 23.68970
C 14.17481 -2.06899 26.04632
C 14.45185 -2.91657 27.39327
C 13.23484 -3.43384 28.20202
C 12.14243 -2.36884 28.52956
N 10.78970 -3.08110 28.77130
C 9.85459 -2.03482 29.30536
C 8.52158 -2.67574 29.10120
C 8.61056 -3.46310 27.81051
C 10.08795 -3.55755 27.47171
C 10.91210 -4.28102 29.75061
C 11.44491 -3.82243 31.11697
C 12.04881 -5.01347 31.94160
H 13.21096 -2.19543 25.55326
H 14.96713 -2.34441 25.35026
H 14.14584 -1.00142 26.26438
H 15.02143 -2.26338 28.05434
H 15.12914 -3.76404 27.28753
H 13.74370 -3.77666 29.10292
H 12.86113 -4.19239 27.51423
H 11.92804 -1.67623 27.71566
H 12.35072 -1.82179 29.44904
H 10.03533 -1.86637 30.36699
H 9.98438 -1.10099 28.75836
H 8.24659 -3.28626 29.96129
H 7.75416 -1.90175 29.11155
H 8.17329 -4.45503 27.92440
H 8.01017 -3.01409 27.01930
H 10.37894 -4.55737 27.14956
H 10.47697 -2.91222 26.68409
H 11.46965 -5.08430 29.26896
H 9.89201 -4.66092 29.80710
H 10.60835 -3.42353 31.69066
H 12.24837 -3.08592 31.10712
H 13.01692 -5.24776 31.49892
H 11.35506 -5.84690 32.05206
H 12.26340 -4.57663 32.91690
C 20.16305 -20.30438 26.35201
C 19.05417 -21.30268 26.78298
C 17.92200 -21.35216 25.73572
C 16.79483 -22.24076 26.28070
N 15.39756 -21.95761 25.70047
C 14.51813 -23.06367 26.35233
C 13.32055 -23.37917 25.35536
C 13.68820 -22.65811 24.06039
C 15.13017 -22.23496 24.20563
C 14.82286 -20.52977 25.99078
C 15.29157 -19.85858 27.31943
C 14.44430 -18.59847 27.51060
H 20.65638 -20.44009 25.38956
H 20.80987 -20.08736 27.20208
H 19.60540 -19.38693 26.16384
H 18.67016 -20.86001 27.70204
H 19.38745 -22.31321 27.01936
H 18.23055 -21.78639 24.78475
H 17.50260 -20.35197 25.62709
H 16.69063 -22.08267 27.35412
H 17.00607 -23.29924 26.12879
H 14.23335 -22.51946 27.25279
H 15.13646 -23.95193 26.48192
H 12.34531 -23.04488 25.70929
H 13.26478 -24.46690 25.31246
H 13.21948 -21.68360 23.92367
H 13.39809 -23.23464 23.18202
H 15.49535 -21.40718 23.59775
H 15.64434 -23.18276 24.04621
H 13.78061 -20.49475 25.67363
H 15.36647 -20.11778 25.14057
H 16.37351 -19.73937 27.37680
H 15.02084 -20.50302 28.15578
H 14.51603 -17.87696 26.69671
H 14.58577 -18.09778 28.46841
H 13.39504 -18.89322 27.49438
N 7.73809 -9.03809 26.37332
O 7.67663 -9.43353 27.57062
O 8.80563 -8.79266 25.85619
O 6.73304 -8.74942 25.77968
N 18.77013 -6.21201 30.75896
O 19.59904 -7.05031 31.18841
O 19.22137 -5.18845 30.28404
O 17.57691 -6.33928 30.90115
N 18.06280 -18.44821 32.74501
O 18.09583 -19.42465 32.05255
O 17.60510 -18.57403 33.85936
O 18.52328 -17.42200 32.35895
N 11.89332 -11.05063 37.54938
O 11.56397 -10.65281 38.64391
O 11.36654 -10.62867 36.54636
O 12.85636 -11.84554 37.50106
```